A molecular structure, C9H12HfN3O2 at a distorted geometry, computed with wB97M-V/def2-TZVPD.

## Properties
Electronic energy   -711.6932 Eh
E_HOMO   -18.806 eV
Frontier orbital gap   0.185 Ha
Charge   +3
E_LUMO   -13.7617 eV

XYZ file:
```
27
Properties=species:S:1:pos:R:3:nbo_charge:R:1
Hf 2.61260 0.67632 -1.61166 2.688
C 3.07297 -2.02401 2.75089 -0.301
O 3.12892 -0.71053 2.18116 -0.383
C 2.92214 -0.44149 0.85413 0.928
O 2.99648 0.72456 0.48192 -0.662
N 2.64353 -1.56141 0.06297 -0.493
N 2.38862 -1.53129 -1.36899 -0.728
H 3.27752 -1.93355 3.82126 0.291
H 3.84019 -2.66435 2.30650 0.220
H 2.07365 -2.45052 2.62602 0.210
H 2.61309 -2.47026 0.50724 0.470
H 1.45083 -1.84624 -1.44283 0.455
H 3.14325 -2.05154 -1.74842 0.471
N 0.44763 0.93895 -1.22074 -0.904
C -0.68653 1.07634 -1.01573 0.739
C -2.08737 1.24598 -0.76257 -0.269
C -2.51979 2.14570 0.21800 -0.101
C -3.88441 2.30985 0.46347 -0.188
C -4.81807 1.57677 -0.26896 -0.037
C -4.39125 0.67895 -1.24726 -0.189
C -3.02722 0.51256 -1.49504 -0.106
H -1.79953 2.72257 0.79511 0.248
H -4.21998 3.00923 1.22573 0.275
H -5.88090 1.70551 -0.07683 0.271
H -5.12134 0.10865 -1.81689 0.274
H -2.70467 -0.19053 -2.26066 0.242
H 4.52966 0.44377 -1.95782 -0.421
```

=====

A molecular structure, C28H28CoN4OS4Te, computed with wB97M-V/def2-TZVPD.

## Properties
Electronic energy   -4621.6543 Eh
E_HOMO (spin up / spin down)   -0.191 / -0.279 eV
Frontier orbital gap (spin up / spin down)   0.145 / 0.148 Ha
Multiplicity   2
Charge   -2
E_LUMO (spin up / spin down)   3.7471 / 3.7470 eV

XYZ file:
```
67
Properties=species:S:1:pos:R:3:lowdin_spin:R:1
Co -0.58790 -0.27272 -1.85924 0.963
C 0.89844 -1.81732 1.76044 0.001
C 0.22761 -1.09946 0.63754 0.006
N 0.35283 -1.38995 -0.60881 -0.004
N 1.17792 -2.43244 -0.96874 0.000
C 1.23455 -2.55443 -2.26612 -0.001
N 2.06562 -3.55863 -2.74363 0.000
S 0.42131 -1.57259 -3.43487 -0.021
C -0.57910 0.11062 0.88481 0.002
C -0.79003 0.64663 2.15845 0.000
C -1.55655 1.78014 2.28013 0.002
C -2.10032 2.35612 1.13196 0.000
C -1.81357 1.79483 -0.09409 0.001
N -1.03234 0.71895 -0.22372 -0.002
H 1.54863 -2.59365 1.36603 0.000
H 0.11794 -2.27114 2.37722 0.000
H 1.47981 -1.11431 2.36496 0.000
H 2.16149 -4.32989 -2.09965 0.000
H 1.82474 -3.83690 -3.68131 -0.001
H -0.41213 0.12524 3.02619 0.000
H -1.76636 2.19611 3.25801 0.000
H -2.73644 3.22900 1.18276 0.000
H -2.19709 2.21199 -1.01410 0.000
S -2.49007 -2.05046 1.56616 0.003
C -3.27086 -3.14690 0.43812 0.003
C -3.80015 -4.34823 0.93688 0.000
C -4.47463 -5.26145 0.14190 0.004
C -4.63695 -4.98589 -1.21049 0.000
C -4.11090 -3.81236 -1.72690 0.005
C -3.42240 -2.86932 -0.94790 0.007
S -2.88060 -1.40712 -1.77931 0.033
H -3.67069 -4.54517 1.99503 0.000
H -4.86685 -6.17694 0.57532 0.000
H -5.15937 -5.68101 -1.86103 0.000
H -4.21701 -3.58537 -2.78183 0.000
Te -1.00285 1.54789 -3.70410 -0.019
C -2.92543 2.35638 -3.38765 -0.004
C -4.04812 1.79289 -2.84803 -0.001
C -5.16331 2.68016 -2.80902 0.000
C -4.88896 3.91192 -3.31918 -0.001
S -3.25096 3.99625 -3.83757 -0.001
H -4.06744 0.76888 -2.48933 0.000
H -6.13177 2.39988 -2.41538 0.000
H -5.55332 4.75678 -3.41422 0.000
C 5.29855 2.96881 3.73951 0.000
C 4.58455 2.35184 2.56664 0.001
C 3.55045 3.02021 1.92926 0.000
C 2.85773 2.46488 0.85608 0.001
C 1.72156 3.24030 0.24964 0.000
C 3.23343 1.18604 0.41345 0.000
C 2.53178 0.52716 -0.72049 0.006
O 1.78268 1.09269 -1.48202 0.015
C 4.25965 0.48159 1.06453 0.001
C 4.65521 -0.91278 0.63982 0.000
C 4.92760 1.07939 2.12208 0.000
H 5.09132 4.03672 3.80853 0.000
H 6.37863 2.83293 3.66018 0.000
H 4.97820 2.50539 4.67581 0.000
H 3.26179 4.00586 2.28024 0.000
H 1.54288 4.14628 0.83011 0.000
H 0.80632 2.64793 0.21880 0.000
H 1.92494 3.50418 -0.78728 0.000
H 2.70035 -0.55392 -0.82997 0.000
H 3.81181 -1.60386 0.68335 0.000
H 5.44052 -1.29286 1.29360 0.000
H 5.02703 -0.93271 -0.38588 0.000
H 5.72655 0.53689 2.61832 0.000
```

=====

2 unconnected molecules or ions with the total composition C4H7N at a distorted geometry, computed with wB97M-V/def2-TZVPD.

## Properties
Electronic energy   -211.1640 Eh
E_HOMO   -7.936 eV
Frontier orbital gap   0.322 Ha
E_LUMO   0.8254 eV

XYZ file:
```
12
Properties=species:S:1:pos:R:3:nbo_charge:R:1
C -0.14061 -1.28364 1.01700 -0.525
C -0.14300 -0.66400 -2.35993 -0.098
C -0.12177 -0.02670 1.39519 0.105
C -0.04538 1.14351 2.01364 -0.535
N 0.11942 0.45995 -1.80667 -0.748
H 0.66581 -2.03606 1.11123 0.235
H -1.10872 -1.65575 0.49746 0.242
H 0.68371 -0.89565 -3.12006 0.099
H -0.48086 0.84556 2.98411 0.240
H 0.04232 2.16188 1.66609 0.233
H -0.60673 1.12957 -1.62697 0.398
H 1.13582 0.82133 -1.77109 0.355
```

=====

- Which of these has the highest electronic energy?
  C4H7N

=====

- The lowest electronic energy belongs to which entry?
  C28H28CoN4OS4Te